1.
ORCA calculation (ωB97M-V with the def2-TZVPD basis set) on C18H11Br2IrN3O6 as an isolated structure in a non-equilibrium geometry.

Calculated values
* E_LUMO (alpha / beta): -9.99 / -9.81 eV
* highest occupied orbital energy (alpha / beta): -15.7 / -15.6 eV
* energy above the lowest of the compared OMol25 structures with the same formula, charge and spin: 5.1017 eV

Geometry as ORCA input:
```
! RIJCOSX wB97M-V def2-TZVPD def2/J DEFGRID3
* xyz 2 2
Ir 0.200 0.032 -0.643
O 0.489 -4.342 -1.377
C 0.176 -3.124 -1.071
O 0.961 -2.278 -0.671
C -1.271 -2.782 -1.238
C -2.316 -3.695 -1.316
C -3.612 -3.214 -1.464
C -3.830 -1.845 -1.596
C -2.714 -1.032 -1.512
N -1.498 -1.464 -1.304
C -2.796 0.599 -1.726
O -3.794 0.943 -2.277
O -1.776 1.127 -1.282
H 1.440 -4.546 -1.297
H -2.112 -4.756 -1.257
H -4.458 -3.891 -1.492
H -4.815 -1.435 -1.768
Br -2.056 0.035 1.993
C -0.289 -0.182 2.625
C 0.023 -0.286 3.974
C 1.349 -0.463 4.329
C 2.333 -0.530 3.345
C 1.906 -0.387 2.041
N 0.648 -0.228 1.687
C 2.957 -0.374 0.812
O 4.036 -0.799 1.096
O 2.431 0.108 -0.197
H -0.754 -0.223 4.718
H 1.619 -0.565 5.371
H 3.377 -0.682 3.574
Br 1.312 1.021 -3.053
C 1.309 2.537 -1.885
C 1.852 3.760 -2.226
C 1.743 4.784 -1.292
C 1.086 4.550 -0.092
C 0.593 3.278 0.162
N 0.718 2.301 -0.722
H 2.329 3.911 -3.183
H 2.165 5.757 -1.503
H 0.956 5.339 0.632
H 0.084 3.040 1.086
*
```

Which charges does natural (NBO) predict for the atoms? In e, they are:
1 Ir 1.49
2 O -0.60
3 C 0.81
4 O -0.59
5 C 0.06
6 C -0.16
7 C -0.11
8 C -0.17
9 C 0.12
10 N -0.42
11 C 0.79
12 O -0.50
13 O -0.65
14 H 0.54
15 H 0.27
16 H 0.26
17 H 0.28
18 Br 0.16
19 C 0.14
20 C -0.25
21 C -0.09
22 C -0.20
23 C 0.10
24 N -0.46
25 C 0.79
26 O -0.49
27 O -0.63
28 H 0.27
29 H 0.26
30 H 0.28
31 Br 0.33
32 C 0.16
33 C -0.23
34 C -0.08
35 C -0.21
36 C 0.08
37 N -0.41
38 H 0.28
39 H 0.27
40 H 0.27
41 H 0.24

=====

2.
ORCA calculation (ωB97M-V with the def2-TZVPD basis set) on C25H47CeN11OSSi2 as an isolated structure in a non-equilibrium geometry.

Calculated values
* E_LUMO (alpha / beta): -2.07 / -2.07 eV
* highest occupied orbital energy (alpha / beta): -8.5 / -8.5 eV
* energy above the lowest of the compared OMol25 structures with the same formula, charge and spin: 0.0000 eV

Geometry as ORCA input:
```
! RIJCOSX wB97M-V def2-TZVPD def2/J DEFGRID3
* xyz 1 2
Ce -0.008 0.064 -0.329
C 2.882 -0.405 -2.538
C 2.001 -1.649 -2.643
N 0.569 -1.369 -2.470
C -0.196 -0.948 -3.665
C 0.174 0.425 -4.190
S 0.099 1.745 -2.938
C 1.806 2.390 -2.828
C 2.595 1.862 -1.626
N 2.424 0.415 -1.415
H 2.838 0.203 -3.435
H 3.945 -0.719 -2.429
H 2.258 -2.354 -1.856
H 2.184 -2.155 -3.608
H 0.148 -2.226 -2.112
H -1.242 -0.971 -3.376
H -0.084 -1.700 -4.474
H -0.558 0.684 -4.962
H 1.149 0.438 -4.666
H 1.680 3.461 -2.707
H 2.274 2.237 -3.780
H 2.225 2.353 -0.730
H 3.659 2.109 -1.757
H 2.940 0.162 -0.566
C 1.502 -3.443 2.942
Si 1.824 -2.683 1.287
C 0.870 -3.764 0.106
C 3.587 -2.907 0.714
N 1.369 -0.988 1.232
C 2.062 -0.107 2.085
C 3.100 -0.489 2.918
C 3.772 0.383 3.778
C 3.359 1.693 3.890
C 2.276 2.071 3.086
C 1.673 1.256 2.124
N 0.667 1.701 1.260
Si 0.215 3.381 1.163
C -0.615 4.080 2.689
C 1.683 4.425 0.701
C -1.070 3.775 -0.165
H 1.966 -4.427 3.043
H 0.448 -3.563 3.107
H 1.865 -2.809 3.746
H 1.299 -4.759 0.170
H 0.936 -3.444 -0.926
H -0.166 -3.819 0.423
H 3.768 -3.943 0.409
H 4.330 -2.639 1.473
H 3.751 -2.260 -0.148
H 3.413 -1.514 2.890
H 4.592 0.001 4.363
H 3.825 2.436 4.534
H 1.945 3.094 3.126
H -0.179 3.758 3.638
H -1.659 3.780 2.710
H -0.592 5.166 2.660
H 2.560 4.074 1.230
H 1.541 5.474 1.006
H 1.866 4.425 -0.372
H -2.057 3.481 0.129
H -0.837 3.355 -1.147
H -1.076 4.854 -0.273
N -3.842 -6.140 -0.609
C -3.284 -4.947 -0.847
N -2.801 -4.719 -2.091
N -3.210 -4.049 0.140
C -2.540 -2.976 -0.218
N -1.915 -2.059 -0.595
H -4.080 -6.764 -1.356
H -4.281 -6.312 0.281
H -2.676 -5.502 -2.724
H -2.259 -3.881 -2.269
C -5.173 1.805 -1.568
N -4.428 1.511 -0.330
C -4.973 1.870 0.861
C -4.295 1.758 2.027
C -2.984 1.217 1.954
N -2.494 0.777 0.789
C -3.155 0.976 -0.399
O -2.623 0.712 -1.476
N -2.194 1.099 3.018
H -6.077 2.337 -1.306
H -5.414 0.862 -2.066
H -4.533 2.397 -2.228
H -5.973 2.272 0.800
H -4.697 2.177 2.927
H -2.481 1.499 3.892
H -1.196 0.925 2.891
*
```

Which charges does Mulliken predict for the atoms? In e, they are:
1 Ce -0.08
2 C -1.05
3 C -0.47
4 N 0.37
5 C -0.89
6 C -0.79
7 S -0.08
8 C -1.02
9 C -0.36
10 N 0.23
11 H 0.34
12 H 0.41
13 H 0.13
14 H 0.40
15 H -0.02
16 H 0.38
17 H 0.50
18 H 0.57
19 H 0.40
20 H 0.54
21 H 0.65
22 H -0.27
23 H 0.54
24 H 0.09
25 C -1.29
26 Si 0.09
27 C -1.00
28 C -1.10
29 N 1.08
30 C 0.57
31 C -0.88
32 C -1.30
33 C -1.18
34 C -0.99
35 C 0.95
36 N 1.13
37 Si 0.47
38 C -1.29
39 C -1.45
40 C -0.80
41 H 0.38
42 H 0.31
43 H 0.41
44 H 0.56
45 H 0.31
46 H -0.07
47 H 0.43
48 H 0.42
49 H 0.20
50 H 0.35
51 H 0.42
52 H 0.42
53 H 0.25
54 H 0.36
55 H 0.25
56 H 0.46
57 H 0.45
58 H 0.42
59 H 0.27
60 H 0.12
61 H 0.16
62 H 0.56
63 N -0.37
64 C 0.47
65 N -0.36
66 N -0.78
67 C 0.66
68 N -0.44
69 H 0.21
70 H 0.26
71 H 0.24
72 H 0.14
73 C -0.97
74 N 0.28
75 C -0.07
76 C -1.17
77 C 0.61
78 N 0.36
79 C -0.34
80 O -0.49
81 N -0.18
82 H 0.35
83 H 0.30
84 H 0.30
85 H 0.37
86 H 0.45
87 H 0.27
88 H -0.05

=====

3.
ORCA calculation (ωB97M-V with the def2-TZVPD basis set) on the molecule C14H15N3S2 in a non-equilibrium geometry.

Calculated values
* E_LUMO: 0.04 eV
* SMILES string: C/C(=N\NC(=S)NCc1ccccc1)c1cccs1
* highest occupied orbital energy: -8.0 eV

Geometry as ORCA input:
```
! RIJCOSX wB97M-V def2-TZVPD def2/J DEFGRID3
* xyz 0 1
C 1.601 3.678 -1.159
C 1.243 2.353 -0.422
N 0.362 1.451 -0.666
N -0.351 1.740 -1.845
C -1.307 0.962 -2.397
S -2.211 1.503 -3.330
N -1.680 -0.045 -1.519
C -0.899 -0.759 -0.361
C -1.393 -2.121 -0.085
C -1.559 -3.046 -1.149
C -1.897 -4.371 -0.689
C -2.244 -4.712 0.434
C -2.373 -3.754 1.211
C -1.946 -2.532 1.284
C 1.980 2.265 0.986
C 3.317 2.623 1.455
C 3.465 2.114 2.636
C 2.716 1.164 2.779
S 1.618 0.642 1.858
H 0.922 4.304 -1.384
H 2.002 3.346 -2.153
H 2.476 4.320 -0.836
H -0.199 2.551 -2.285
H -2.560 -0.441 -1.833
H -1.245 -0.025 0.666
H 0.169 -0.727 -0.521
H -1.170 -2.911 -2.053
H -2.049 -4.946 -1.675
H -2.877 -5.623 0.454
H -2.771 -3.940 2.469
H -1.821 -1.815 1.926
H 3.620 3.618 1.127
H 4.223 2.584 3.255
H 2.839 0.549 3.821
*
```

Which charges does natural (NBO) predict for the atoms? In e, they are:
1 C -0.68
2 C 0.24
3 N -0.27
4 N -0.44
5 C 0.08
6 S 0.00
7 N -0.62
8 C -0.22
9 C 0.00
10 C -0.24
11 C -0.12
12 C -0.32
13 C -0.10
14 C -0.22
15 C -0.20
16 C -0.21
17 C -0.31
18 C -0.44
19 S 0.53
20 H 0.21
21 H 0.23
22 H 0.24
23 H 0.37
24 H 0.40
25 H 0.19
26 H 0.24
27 H 0.21
28 H 0.20
29 H 0.23
30 H 0.16
31 H 0.21
32 H 0.22
33 H 0.23
34 H 0.21

=====

no.,total energy (eV)
1,-178504.216
2,-84648.737
3,-40888.716